No. 1
{
  "formula": "C24H33AsMnN4",
  "method": "ωB97M-V/def2-TZVPD",
  "elements": ["C", "H", "H", "H", "H", "C", "C", "N", "H", "N", "C", "C", "C", "H", "C", "C", "Mn", "H", "C", "As", "H", "H", "C", "H", "H", "C", "C", "N", "H", "H", "H", "C", "H", "N", "H", "H", "C", "H", "C", "C", "C", "C", "H", "H", "H", "C", "H", "C", "C", "C", "C", "H", "H", "C", "H", "H", "H", "H", "H", "H", "H", "H", "H"],
  "coordinates": [[-2.588, -1.032, 0.026], [-1.856, -4.767, -0.258], [-3.592, 0.776, -0.532], [5.305, 0.650, 1.633], [4.656, -2.891, 0.622], [-3.406, -3.266, -0.112], [-1.225, 1.384, -3.721], [-1.611, 1.315, -0.006], [0.976, -1.307, 2.619], [-0.113, 0.342, 1.982], [-3.658, -1.907, -0.014], [-0.719, 0.810, 4.628], [-2.091, -3.716, -0.176], [4.828, 2.277, 1.126], [3.858, -2.179, 0.827], [-0.541, 0.621, -4.656], [0.107, 0.070, 0.010], [2.984, 0.256, 2.569], [0.403, -0.305, -4.225], [2.629, 0.352, 0.112], [-4.228, -3.970, -0.143], [4.129, 1.846, -1.137], [2.359, 3.072, -0.850], [-3.232, 0.648, 1.173], [-1.970, 2.106, -4.030], [-1.609, 2.040, -1.306], [0.080, -0.269, 4.273], [-1.325, -1.465, -0.036], [2.495, 3.779, -1.668], [-4.673, -1.532, 0.032], [1.279, 2.960, -0.705], [-0.948, 1.215, -2.379], [-0.040, -3.090, -0.196], [-0.019, 0.322, -1.967], [2.923, -2.741, 0.864], [2.769, 3.529, 0.051], [0.636, -0.430, -2.877], [-0.958, 0.997, 5.667], [-1.079, -2.787, -0.139], [-1.224, 1.643, 3.637], [4.630, 1.480, 1.842], [3.837, -1.115, -0.263], [0.475, -0.946, 5.017], [-2.621, 2.317, -1.602], [-0.750, 0.740, -5.712], [0.362, -0.475, 2.942], [2.783, 1.373, -2.156], [-2.827, 0.458, 0.177], [-0.909, 1.384, 2.320], [3.043, 1.749, -1.167], [-1.399, 2.214, 1.164], [-2.308, 2.760, 1.426], [1.352, -1.146, -2.494], [3.166, 1.046, 1.840], [3.570, -1.522, -1.238], [-0.642, 2.951, 0.888], [-1.052, 2.970, -1.179], [4.887, 1.861, 2.830], [0.946, -0.926, -4.924], [4.051, -1.759, 1.814], [4.797, -0.608, -0.379], [-1.862, 2.481, 3.885], [2.490, 1.868, 2.079]],
  "lowdin_charge": [-0.227, 0.134, 0.147, 0.080, 0.097, 0.021, 0.041, -0.211, 0.123, -0.027, 0.029, 0.033, -0.001, 0.076, -0.133, 0.033, 0.855, 0.058, 0.009, 1.219, 0.140, 0.089, -0.129, 0.149, 0.144, -0.073, 0.010, -0.001, 0.098, 0.142, 0.035, -0.213, 0.120, -0.027, 0.066, 0.082, -0.095, 0.143, -0.083, 0.042, -0.114, -0.376, 0.138, 0.149, 0.143, -0.096, 0.069, -0.048, -0.230, -0.382, -0.079, 0.156, 0.114, -0.395, 0.072, 0.135, 0.136, 0.098, 0.137, 0.071, 0.089, 0.144, 0.072],
  "energy_ha": -4539.2437,
  "multiplicity": 5,
  "total_charge": 3,
  "homo_ha": [-0.683, -0.682],
  "orbital_gap_ha": [0.2764, 0.3155]
}



No. 2
{
  "formula": "C8H18N3S",
  "method": "ωB97M-V/def2-TZVPD",
  "elements": ["C", "H", "N", "C", "C", "C", "H", "H", "C", "N", "H", "H", "H", "H", "C", "H", "H", "H", "H", "H", "C", "N", "H", "S", "H", "H", "C", "H", "H", "H"],
  "coordinates": [[2.642, 2.120, -1.004], [-0.026, -1.368, -2.693], [0.810, -0.305, -0.758], [-0.833, -0.723, -2.465], [-0.617, -2.229, 2.069], [-0.694, 0.362, 2.005], [-1.449, -2.072, -0.186], [1.165, -1.993, 0.278], [-0.550, -1.019, 1.214], [-0.523, -0.243, -1.087], [-1.882, -1.032, -2.542], [-2.407, -0.515, 0.122], [-0.744, 0.082, -3.199], [-1.783, 0.651, 2.205], [1.207, 1.886, -0.614], [-0.326, 1.198, 1.457], [-0.712, 0.789, -1.149], [-1.715, -2.343, 2.350], [3.043, 3.148, -1.321], [-0.689, 2.621, -0.236], [-1.332, -0.971, -0.020], [-0.022, 2.229, -1.001], [-0.121, 2.746, -1.875], [2.073, 1.944, 0.847], [1.625, -0.509, 1.115], [-0.048, 0.499, 2.833], [0.863, -0.953, 0.484], [0.087, -2.261, 3.026], [3.443, 1.372, -1.232], [-0.483, -3.110, 1.380]],
  "lowdin_charge": [-0.188, 0.090, -0.006, 0.030, -0.052, -0.028, 0.148, 0.130, -0.536, -0.210, 0.109, 0.181, 0.095, 0.116, -0.713, -0.009, 0.084, 0.111, 0.108, 0.188, -0.085, 0.063, 0.148, 0.961, 0.072, 0.069, -0.214, 0.148, 0.093, 0.096],
  "energy_ha": -877.6569,
  "total_charge": 1,
  "homo_ha": [-0.435, -0.435],
  "orbital_gap_ha": [0.3172, 0.3172]
}



No. 3
{
  "formula": "C6H13NO",
  "method": "ωB97M-V/def2-TZVPD",
  "elements": ["C", "H", "H", "C", "H", "H", "H", "C", "C", "N", "O", "C", "C", "H", "H", "H", "H", "H", "H", "H", "H"],
  "coordinates": [[-0.902, -0.766, -0.924], [-1.222, -1.550, -1.614], [-0.786, 1.749, -1.702], [0.633, -0.559, -0.886], [0.500, 2.837, -1.154], [3.075, 0.116, 1.124], [1.228, -1.249, -1.484], [-1.934, -0.102, 0.006], [-1.232, -1.162, 0.595], [1.063, 0.797, -1.370], [2.125, 0.268, 1.147], [-0.758, -0.662, 2.068], [0.070, 1.839, -1.032], [0.309, -0.509, 2.263], [-0.709, -2.124, 0.551], [1.888, 0.959, -0.786], [-1.221, 0.318, 2.137], [-0.321, 1.804, -0.011], [-1.304, -1.282, 2.795], [0.932, -0.786, 0.175], [-2.810, 0.019, -0.613]],
  "lowdin_charge": [-0.148, 0.131, 0.076, -0.190, 0.082, -0.068, 0.120, 0.025, -0.192, -0.079, -0.361, -0.005, -0.133, 0.058, 0.177, 0.070, 0.066, 0.066, 0.081, 0.091, 0.135],
  "energy_ha": -366.0002,
  "homo_ha": -0.286,
  "orbital_gap_ha": 0.1740
}



No. 4
{
  "formula": "C6H10O",
  "method": "ωB97M-V/def2-TZVPD",
  "elements": ["H", "H", "C", "H", "H", "C", "C", "H", "O", "C", "H", "C", "C", "H", "H", "H", "H"],
  "coordinates": [[1.496, 0.634, -0.030], [0.396, -2.065, 1.314], [-0.362, 1.453, 0.891], [1.570, -2.195, -0.140], [-1.059, 2.308, 0.391], [0.596, -2.140, 0.224], [0.345, 0.588, -0.113], [0.361, 1.546, -2.254], [0.687, 1.905, 1.745], [-0.333, -0.955, -0.228], [0.062, -2.981, -0.062], [-0.488, -0.557, -1.709], [-0.012, 0.670, -1.628], [-1.311, -0.902, 0.349], [-1.158, 0.972, 1.454], [0.438, 2.668, 2.257], [-1.227, -0.949, -2.460]],
  "lowdin_charge": [0.162, 0.089, -0.261, 0.054, 0.157, -0.049, -0.232, 0.122, -0.073, -0.250, 0.036, -0.093, -0.072, 0.135, 0.094, 0.075, 0.106],
  "energy_ha": -309.7330,
  "smiles": "C[C@@H]1C=C[C@H]1CO",
  "homo_ha": -0.343,
  "orbital_gap_ha": 0.3782
}



No. 5
{
  "formula": "C3H8N2OS",
  "method": "ωB97M-V/def2-TZVPD",
  "elements": ["O", "C", "H", "H", "H", "H", "H", "S", "N", "C", "H", "H", "C", "N", "H"],
  "coordinates": [[-1.066, -1.957, 1.208], [-0.345, 1.033, -0.723], [1.483, 1.624, 0.141], [1.696, -2.902, -1.545], [0.124, 2.001, 1.238], [0.342, 3.063, -0.153], [-1.527, -0.102, 1.131], [0.909, -2.729, -0.515], [0.616, -1.131, -1.018], [0.419, 1.991, 0.164], [-0.439, -2.307, 1.873], [-0.013, 1.142, -1.802], [-0.145, -0.394, -0.291], [-0.656, -0.614, 0.985], [-1.399, 1.282, -0.692]],
  "lowdin_charge": [-0.126, -0.221, 0.094, -0.171, 0.073, 0.082, 0.137, 0.742, -0.299, -0.122, 0.091, 0.134, -0.507, -0.007, 0.100],
  "energy_ha": -701.9608,
  "smiles": "CC/C(=N/S)NO",
  "homo_ha": -0.303,
  "orbital_gap_ha": 0.3338
}



No. 6
{
  "formula": "C2F7NS",
  "method": "ωB97M-V/def2-TZVPD",
  "elements": ["F", "C", "F", "F", "C", "N", "F", "F", "S", "F", "F"],
  "coordinates": [[1.677, 0.766, -0.410], [-0.908, -0.263, -1.155], [-0.377, -1.265, -1.760], [1.928, -1.372, 0.027], [1.425, -0.134, 0.468], [-1.050, 1.018, 1.108], [-0.402, 0.814, -1.705], [2.029, 0.106, 1.594], [-0.499, -0.406, 0.709], [-2.227, -0.274, -1.344], [-1.596, 1.010, 2.468]],
  "lowdin_charge": [0.185, -0.808, 0.174, 0.047, -0.745, -0.324, 0.161, 0.172, 1.206, 0.149, -0.217],
  "energy_ha": -1228.0603,
  "homo_ha": -0.362,
  "orbital_gap_ha": 0.3595
}